Record 1
ORCA calculation (ωB97M-V/def2-TZVPD) on a single C5H6O2 molecule in a non-equilibrium geometry.

```
13
Properties=species:S:1:pos:R:3:forces:R:3:nbo_charge:R:1
O 0.6356 -1.0001 -0.9418 0.00 -0.08 0.29 -0.48
O 1.3327 2.1369 0.4231 -0.58 -0.16 -0.18 -0.56
C 0.8164 1.0821 0.1190 -0.17 1.18 -0.47 0.50
C -0.6890 -0.5190 -0.8181 -0.09 -0.10 0.04 0.09
C -0.6522 0.6987 0.0768 -0.12 0.64 -0.41 -0.37
C 1.4740 -0.1902 -0.1735 0.14 -0.17 1.37 -0.13
C -1.2115 -0.6425 0.5574 0.03 0.05 0.15 -0.42
H -2.2884 -0.7220 0.6836 0.22 0.28 0.02 0.23
H -1.2926 -0.6249 -1.7185 0.23 -0.03 0.28 0.21
H -0.6307 -1.2528 1.2466 -0.07 0.16 -0.09 0.23
H -1.2994 1.5486 -0.0356 -0.35 0.02 -0.07 0.25
H 1.2959 -0.1197 1.0465 1.07 -2.41 -1.36 0.21
H 2.5092 -0.3951 -0.4655 -0.31 0.62 0.44 0.24
```
Positions in Å, forces in eV/Å.

Values from the calculation:
- total energy (Ha) = -344.50036
- frontier orbital gap (eV) = 10.0
- structure (SMILES) = O=C1CO[C@H]2C[C@@H]12
- multiplicity = 1
- energy above the lowest of the compared OMol25 structures with the same formula, charge and spin (kJ/mol) = 266.6

Record 2
ORCA calculation (ωB97M-V/def2-TZVPD) on 8 unconnected molecules or ions with the total composition C40H93N3O8 in a non-equilibrium geometry.

```
144
Properties=species:S:1:pos:R:3:forces:R:3:lowdin_charge:R:1
O -1.0137 -1.1586 3.3424 -1.07 -0.23 0.40 -0.06
O 1.5192 -1.1238 2.3016 0.05 1.11 -1.03 -0.09
O 5.0793 4.2377 1.3254 -0.41 0.16 0.25 -0.01
O 1.0684 -0.2793 -0.3585 -1.24 0.10 -0.47 -0.13
O -3.5936 2.3352 -4.2566 -0.17 1.08 0.59 -0.01
O 3.2008 0.1318 -2.1336 -0.55 -0.40 -1.31 -0.08
O -3.4000 -6.3089 -1.4601 -0.44 0.56 -2.03 -0.02
O 2.5300 1.8220 -4.1153 0.32 1.08 -1.91 -0.04
N 4.4115 3.3064 2.1392 -0.10 -2.33 1.25 -0.11
N -4.4461 2.9602 -3.3100 -1.17 -0.67 1.00 -0.11
N -2.6324 -6.4813 -0.3533 1.65 -0.68 2.73 -0.13
C -4.8486 3.4427 -0.9269 -1.02 0.62 0.27 -0.13
C -6.1731 4.5776 -2.7928 1.37 1.55 -0.27 -0.14
C 1.2771 -3.5012 2.5123 -0.37 0.58 -1.52 -0.04
C 3.5408 -2.3014 2.0614 -1.13 -0.22 -0.38 -0.02
C -1.4222 -5.6089 -0.2729 -0.65 1.00 0.30 -0.47
C 0.1577 1.7106 -4.2290 -2.49 -0.84 -0.55 -0.05
C -4.2362 5.3763 -4.2020 0.47 0.74 0.18 -0.04
C 2.9179 3.4817 2.2508 0.06 -0.79 -0.55 -0.44
C -2.0260 -8.7615 -1.2622 0.41 0.01 0.01 -0.02
C 3.0222 1.9211 4.2629 0.11 -0.56 -0.08 -0.20
C 2.6140 4.8344 2.8766 -0.34 0.04 1.35 -0.03
C -1.9586 -4.1760 -0.1508 0.08 0.88 -1.12 -0.05
C -0.3531 -0.2389 -0.6331 0.99 0.16 -0.67 -0.10
C 5.2522 2.8388 3.3152 -0.11 0.24 -0.01 -0.45
C 1.3362 2.5600 -3.9576 0.64 -0.36 0.24 -0.51
C -1.2277 1.0275 2.4223 -0.79 -0.35 0.31 -0.04
C 5.6105 3.9467 4.3697 -0.55 -0.09 -1.34 -0.02
C 4.4966 1.6790 4.0194 -0.10 1.37 0.38 -0.14
C 6.5773 2.1845 2.8353 -0.27 0.09 -0.80 -0.05
C -3.3721 -0.2886 3.0260 -0.46 -0.95 0.93 -0.05
C 2.1588 -2.2843 2.7408 1.41 -0.53 1.61 -0.48
C -3.5574 1.3803 -1.6236 -0.19 0.30 -0.30 -0.02
C 2.3202 2.1674 2.9608 0.64 1.39 0.18 -0.12
C -5.0674 4.1948 -3.8276 -3.27 -1.53 -1.07 -0.49
C -2.5305 -7.9300 -0.0794 -0.28 -0.22 1.43 -0.49
C -3.9641 -8.3655 0.3802 0.45 -0.34 -0.99 -0.04
C 4.6452 0.1853 -0.3407 0.17 1.30 1.14 -0.06
C -0.3120 -7.4216 1.1597 -1.86 -0.17 -0.38 -0.17
C -5.5296 4.7498 -1.4265 -0.45 -1.47 0.43 -0.17
C -3.8563 2.8779 -1.9270 0.37 -0.16 -0.59 -0.49
C -0.4691 -5.6265 -1.4899 -0.23 -1.09 0.33 -0.02
C 4.3142 0.8514 -1.6634 1.16 -2.41 0.03 -0.44
C 5.4741 0.5829 -2.6849 -0.30 1.29 0.07 -0.02
C 2.3000 3.4266 0.8440 1.05 1.14 -0.60 -0.05
C -0.6005 -5.9335 0.9778 1.30 -0.99 -0.20 -0.16
C 1.3108 3.0922 -2.5961 -0.47 0.78 1.84 -0.08
C -2.5488 3.6499 -1.8746 0.98 -0.22 0.27 -0.03
C -1.6511 -8.2006 1.1719 0.88 1.00 -0.12 -0.13
C -1.9283 -0.3629 2.5735 0.65 1.10 -1.13 -0.44
C -5.9325 3.7369 -5.1206 1.46 -0.89 1.16 -0.03
H 7.2111 2.8334 2.2309 -0.03 0.31 0.24 0.08
H -6.7217 4.4455 -5.3717 0.09 -0.10 0.11 0.08
H -4.0137 -9.4412 0.5489 0.11 -0.19 -0.37 0.08
H -3.2151 1.2023 -0.6041 0.22 0.43 0.13 0.07
H -1.9918 3.4382 -0.9619 -0.27 0.16 0.45 0.09
H 0.1210 0.7463 -3.7222 0.91 -0.35 -0.28 0.08
H -2.3348 -8.3627 -2.2285 -0.50 -0.31 0.10 0.08
H 4.7098 4.3888 4.7956 0.02 -0.50 0.57 0.06
H 2.6173 1.1377 -3.4476 -0.18 -0.50 0.62 0.03
H 7.1742 1.7592 3.6421 -0.13 0.37 0.34 0.08
H -3.5114 0.2037 3.9884 0.01 0.59 -0.17 0.08
H 3.2499 -2.5247 1.0349 0.66 -0.13 -0.39 0.08
H -6.3413 5.0861 -0.7815 0.29 -0.09 0.55 0.11
H 0.6093 -1.1032 2.6069 -0.51 -0.18 0.55 0.04
H -4.8009 6.0308 -4.8659 0.08 -0.29 -0.41 0.09
H 0.4682 3.7792 -2.5184 -0.10 0.11 0.36 0.08
H -5.3415 3.4520 -5.9911 0.34 0.74 -0.12 0.07
H 4.0260 -1.3253 2.0569 -0.20 0.03 0.23 0.06
H 2.4558 1.3087 2.3033 0.16 0.10 -0.20 0.10
H 2.5418 0.1051 -1.4361 -0.58 -0.24 0.36 0.04
H -1.2374 1.5895 3.3562 -0.17 -0.24 0.44 0.08
H -0.8745 -5.4878 1.9340 -0.66 0.13 -0.24 0.12
H 2.4888 4.3703 0.3322 0.04 0.31 0.01 0.08
H -2.5692 -3.8469 0.6900 0.20 -0.68 0.44 0.08
H 1.5564 5.0970 2.8512 -0.12 -0.06 -0.19 0.08
H 3.9374 1.8536 -1.4590 0.94 0.60 -0.47 0.12
H -3.8171 -1.2664 3.2105 0.53 -0.55 0.04 0.08
H 1.7388 -4.4352 2.1919 0.35 -0.04 0.84 0.08
H 1.1527 -0.5400 0.5616 0.54 -0.25 0.61 0.03
H -0.1680 0.9089 2.1959 -0.20 -0.02 -0.49 0.05
H 4.8814 -0.8784 -0.3697 -0.05 0.15 -0.33 0.09
H 4.8831 1.6203 5.0369 0.75 -0.55 -0.19 0.12
H 1.1793 2.2921 -1.8677 -0.03 -0.08 0.24 0.08
H -5.5613 2.6587 -0.6708 -0.48 0.06 -0.38 0.11
H 2.8929 4.8366 3.9303 -0.16 -0.18 0.22 0.06
H -6.4836 5.6014 -3.0017 -0.06 0.22 -0.64 0.11
H 0.2964 -4.8540 -1.4173 -0.37 0.31 -0.17 0.09
H 4.6437 0.7737 3.4304 -0.05 -0.16 0.24 0.11
H -0.4648 -0.2095 -1.7170 0.03 0.08 0.01 0.07
H -4.3059 -7.9611 1.3329 0.28 0.63 -0.21 0.08
H -3.3153 5.0413 -4.6792 0.12 0.37 -0.14 0.09
H -2.2860 -9.8070 -1.0963 -0.38 0.01 -0.37 0.08
H -4.4084 3.6601 0.0463 0.63 -0.03 -0.09 0.12
H -2.7967 1.0240 -2.3181 -0.02 -0.09 0.08 0.07
H -0.7944 0.6703 -0.2247 -0.13 -0.12 0.11 0.06
H -1.1149 -0.8592 4.2488 0.24 -0.08 0.37 0.11
H -1.1350 -3.4732 -0.2767 0.27 0.03 0.41 0.06
H -2.2168 -7.8417 2.0317 -0.01 -0.27 0.21 0.11
H 2.8333 2.7253 4.9740 0.19 0.23 -0.01 0.11
H -1.8299 3.2595 -2.5949 -0.14 0.19 -0.44 0.04
H -6.2741 2.7428 -4.8323 -0.82 0.21 0.15 0.08
H 0.7695 -3.2161 1.5908 -0.44 -0.11 -0.26 0.07
H 5.4123 0.7421 0.1975 0.56 -0.15 -0.15 0.07
H -2.6329 4.7310 -1.9850 -0.13 -0.07 -0.04 0.08
H -1.4415 -9.2675 1.2489 -0.34 -0.09 0.08 0.12
H 5.8254 -0.4461 -2.7610 -0.67 -0.26 0.44 0.08
H 2.8469 2.7218 0.2176 -0.46 -0.56 0.17 0.06
H -4.6232 -8.0903 -0.4432 -0.41 -0.21 0.27 0.07
H 0.1004 -6.5552 -1.4537 -0.04 -0.20 -0.23 0.07
H -1.0354 -5.6221 -2.4212 0.17 0.32 -0.04 0.09
H 6.3818 1.1306 -2.4318 -0.09 0.33 0.20 0.07
H 2.2844 -2.1739 3.8179 0.27 -0.01 0.34 0.13
H -1.7501 1.6979 1.7399 0.16 -0.19 -0.40 0.07
H -4.4360 0.7431 -1.7247 -0.19 0.22 -0.30 0.09
H 3.1868 5.6812 2.4986 0.05 -0.33 -0.68 0.09
H 1.2799 3.4633 -4.5652 0.65 -0.34 -0.86 0.14
H -1.9770 -0.8824 1.6164 0.34 0.16 -0.17 0.12
H -4.7745 5.5357 -1.4456 -0.08 0.10 -0.12 0.10
H 2.2175 3.6423 -2.3443 0.06 -0.01 -0.10 0.09
H -4.0729 0.0482 2.2621 0.45 0.82 -0.06 0.08
H 5.2016 0.8908 -3.6944 -0.19 0.09 0.03 0.07
H -4.1588 -5.7846 -1.1938 -0.08 0.07 0.16 0.11
H 3.8010 0.3715 0.3231 -0.39 -0.44 0.10 0.06
H 6.3770 1.3244 2.1964 -0.33 -0.02 -0.14 0.06
H 2.6701 1.0176 4.7606 -0.39 -0.12 -0.04 0.11
H -0.1052 1.6090 -5.2820 0.65 -0.47 -0.20 0.09
H 1.2154 3.3259 0.8056 0.08 -0.49 0.29 0.09
H 4.2408 -3.0418 2.4484 -0.27 -0.11 0.01 0.08
H -2.9102 3.0093 -4.2415 1.05 -0.29 -0.86 0.06
H 0.4816 -3.5850 3.2528 0.30 -0.34 0.14 0.08
H 6.0569 4.8173 3.8893 0.47 -0.21 -0.20 0.08
H -0.9385 -8.7863 -1.3313 0.21 0.29 0.27 0.07
H -0.8671 -1.1425 -0.3053 0.04 0.02 0.28 0.06
H -2.5558 -3.9289 -1.0286 -0.22 -0.23 -0.23 0.08
H 6.3044 3.4951 5.0786 -0.21 0.34 0.26 0.08
H 0.4385 -5.6485 0.8124 -0.16 1.15 -0.23 0.10
H 0.2482 -7.7594 0.2879 0.46 -0.15 0.29 0.10
H 1.2504 2.2266 3.1613 -0.10 0.58 -0.35 0.10
H 0.2458 -7.4879 2.0938 0.13 -0.60 -0.16 0.11
H -7.1245 4.0492 -2.8545 0.50 -0.80 0.25 0.12
H -4.0305 6.0504 -3.3705 0.47 -0.28 0.26 0.07
H -0.8124 2.0477 -3.8638 0.06 1.03 0.35 0.04
H 5.1820 3.7061 0.5327 0.28 0.28 -0.35 0.09
```
Positions in Å, forces in eV/Å.

Values from the calculation:
- total energy (Ha) = -2345.79963
- frontier orbital gap (eV) = 8.4
- structure (SMILES) = CC1(C)CCCC(C)(C)N1O.CC1(C)CCCC(C)(C)N1O.CC1(C)CCCC(C)(C)N1O.CC(C)O.CC(C)O.CC(C)O.CC(C)O.CO
- multiplicity = 1
- energy above the lowest of the compared OMol25 structures with the same formula, charge and spin (kJ/mol) = 79.0

Record 3
ORCA calculation (ωB97M-V/def2-TZVPD) on a molecular structure, C42H35BN4O4V.

```
87
Properties=species:S:1:pos:R:3:forces:R:3:nbo_charge:R:1
V 1.3016 -0.1117 2.0469 -0.04 -0.01 0.07 1.42
O 1.6784 0.0546 6.1850 -0.01 0.03 0.00 -0.71
O 0.3497 -1.1968 -1.0255 0.02 0.03 -0.01 -0.64
O -1.7006 -0.0687 -1.3068 0.02 -0.02 -0.01 -0.66
O 2.4691 -4.0731 0.9976 0.00 0.00 -0.03 -0.70
N 2.8041 -0.5798 0.5233 0.14 0.02 0.00 -0.47
N 1.8834 1.6469 2.9755 0.10 0.11 -0.05 -0.65
N 1.3047 -0.6528 3.9895 -0.03 -0.11 0.01 -0.72
N 1.4529 -2.2307 2.0057 -0.01 0.22 0.02 -0.67
C -4.2451 0.6321 2.0642 0.00 0.01 0.02 -0.23
C 2.3180 2.6544 5.1494 -0.01 -0.05 -0.01 -0.18
C -2.9606 0.6409 4.0759 0.05 0.00 0.01 -0.22
C 1.6381 0.2609 4.9591 0.00 0.01 -0.02 0.60
C 3.7280 -2.3278 -0.8094 0.02 -0.01 -0.02 -0.23
C -0.1218 -1.8758 -4.6023 -0.01 -0.01 0.00 -0.25
C -1.9855 -1.2177 -6.1712 0.00 0.01 0.00 -0.07
C -1.2905 -0.6092 -2.4624 -0.01 -0.01 -0.03 0.34
C -0.8683 5.1428 -0.9519 -0.02 -0.01 0.02 -0.29
C -4.1917 0.7470 3.4482 -0.02 0.00 -0.02 -0.26
C 0.0078 -3.7723 5.5966 -0.01 -0.04 -0.01 -0.24
C 2.1449 2.8657 2.4329 0.04 0.03 0.04 0.04
C 0.2507 4.4795 -1.4442 0.02 -0.03 -0.01 -0.21
C 2.6006 3.8707 4.5736 0.01 0.03 0.01 -0.30
C 0.5489 3.1957 -1.0234 0.00 0.04 -0.03 -0.27
C 0.1208 1.1554 0.2961 -0.07 -0.37 -0.25 -0.60
C 4.4232 -1.4071 -1.5671 -0.01 0.00 0.01 -0.17
C -1.6652 4.4890 -0.0208 0.01 0.02 -0.02 -0.20
C -2.3284 -2.6571 -6.5805 0.00 0.00 -0.01 -0.59
C 0.5507 -4.1594 3.2862 0.03 -0.02 0.00 -0.26
C -1.8046 0.4310 3.3340 -0.02 0.10 0.00 -0.15
C -0.5791 0.0593 1.1601 -0.02 -0.20 0.05 -0.68
C -1.9254 -0.5722 -3.6858 0.00 0.00 0.00 -0.31
C 1.9614 1.5577 4.3683 -0.02 -0.01 0.01 0.00
C 0.5255 -1.9165 -3.3596 0.00 0.00 0.02 -0.27
C -1.3610 3.2073 0.4124 0.04 -0.04 0.00 -0.25
C -0.2475 2.5129 -0.0854 -0.01 0.13 0.23 0.13
C 0.4236 -2.4479 5.4917 0.03 0.03 0.00 -0.25
C -1.3313 -1.2169 -4.7860 0.01 -0.02 0.00 -0.05
C 0.9609 -2.8392 3.1676 -0.03 -0.04 -0.13 0.21
C 3.5005 0.3048 -0.1956 -0.01 0.04 0.00 0.06
C 2.2096 -2.8675 1.1282 -0.04 0.00 -0.01 0.61
C -3.0899 0.4216 1.3271 0.02 -0.07 -0.01 -0.22
C 0.9014 -1.9631 4.2752 -0.05 0.02 0.08 0.13
C 2.5006 3.9699 3.1510 0.00 -0.04 -0.02 -0.32
C 0.0684 -4.6260 4.5059 0.00 0.03 0.03 -0.26
C 2.9227 -1.8798 0.2277 -0.04 -0.01 0.04 0.20
C 4.3164 -0.0585 -1.2480 -0.01 0.00 0.00 -0.26
C -1.0233 -0.6198 -7.2078 0.01 0.00 0.00 -0.59
C -3.2762 -0.3977 -6.2058 -0.01 0.00 0.00 -0.60
C -0.0689 -1.2779 -2.2949 -0.01 -0.01 0.02 0.26
C -1.8285 0.3266 1.9389 0.02 0.03 0.01 0.01
B -0.5674 -0.2342 -0.3485 -0.03 0.16 -0.03 0.86
H 4.8440 0.7044 -1.8039 0.01 -0.01 -0.01 0.21
H 0.3466 -2.3807 -5.4404 0.00 0.00 0.00 0.18
H 2.3556 2.4941 6.2199 0.00 0.01 0.00 0.22
H -5.0957 0.9075 4.0252 0.00 0.00 0.00 0.19
H 2.0348 2.9379 1.3567 -0.03 -0.01 -0.01 0.19
H -2.7781 -2.6794 -7.5791 0.00 0.00 0.00 0.18
H 2.8715 4.7276 5.1780 0.00 0.00 -0.01 0.19
H 3.7727 -3.3949 -0.9758 0.00 0.00 -0.01 0.25
H 0.3972 -1.7838 6.3417 -0.01 0.00 -0.01 0.24
H -5.1976 0.7049 1.5492 0.00 0.00 0.00 0.19
H -2.8628 -0.0400 -3.7702 0.00 0.00 0.02 0.21
H 0.8944 4.9642 -2.1710 0.00 0.01 0.00 0.19
H -1.9805 2.7407 1.1632 -0.03 -0.02 0.01 0.23
H 1.4128 2.6872 -1.4419 0.00 -0.03 0.02 0.20
H -0.8576 0.3434 3.8498 0.00 0.00 0.01 0.21
H 5.0449 -1.7277 -2.3946 0.00 0.00 0.00 0.20
H -2.5349 4.9899 0.3914 0.00 0.00 0.00 0.19
H 3.3868 1.3458 0.0866 -0.02 -0.01 0.02 0.21
H -0.2602 -5.6554 4.5984 0.00 0.00 0.00 0.19
H 1.4662 -2.4371 -3.2272 0.00 -0.01 -0.01 0.21
H -1.1073 6.1470 -1.2817 0.00 0.00 0.00 0.19
H -1.4954 -0.5853 -8.1952 0.00 0.00 0.00 0.18
H -0.1101 -1.2103 -7.2896 0.00 0.00 0.01 0.20
H -0.7392 0.3948 -6.9224 -0.01 0.00 0.00 0.21
H -2.8866 0.7151 5.1550 -0.01 0.00 0.00 0.20
H -3.6959 -0.4182 -7.2154 0.00 0.00 0.00 0.19
H -1.4365 -3.2846 -6.5913 0.00 0.00 -0.01 0.21
H -4.0248 -0.8019 -5.5222 0.00 0.00 0.00 0.21
H -3.0346 -3.0958 -5.8728 0.01 0.00 0.00 0.21
H 0.6220 -4.8044 2.4226 -0.01 0.00 0.01 0.23
H -3.1569 0.3338 0.2518 0.01 0.00 0.01 0.23
H -3.0953 0.6437 -5.9340 0.00 0.00 0.00 0.21
H 2.6721 4.9025 2.6292 0.01 0.01 0.01 0.20
H -0.3684 -4.1344 6.5477 0.00 0.00 0.00 0.18
H 1.1907 0.9800 0.1511 0.02 0.03 -0.03 0.23
```
Positions in Å, forces in eV/Å.

Values from the calculation:
- total energy (Ha) = -3110.53632
- frontier orbital gap (alpha / beta) (eV) = 3.8 / 5.3
- multiplicity = 4
- energy above the lowest of the compared OMol25 structures with the same formula, charge and spin (kJ/mol) = 0.0
- charge = -2